# 1
Computed, not measured: an isolated molecule of CH2N4O in a non-equilibrium geometry, with ωB97M-V/def2-TZVPD.

```
! wB97M-V def2-TZVPD RIJCOSX def2/J DEFGRID3
* xyz 0 3
C 0.348 -1.313 0.953
N 0.380 0.950 -0.738
N -0.956 0.329 -0.132
N 1.441 0.507 -0.473
N -0.687 -0.856 0.482
O 1.000 -1.861 1.724
H 0.212 1.889 -0.998
H -1.739 0.355 -0.817
*
```

Energy above the lowest of the compared OMol25 structures with the same formula, charge and spin   11.0 kcal per mole
<S²>   2.0201
Lowest unoccupied orbital energy (alpha / beta)   0.95 / -1.96 eV
Gap between HOMO and LUMO (alpha / beta)   7.84 / 7.30 eV
HOMO (alpha / beta)   -6.89 / -9.26 eV

# 2
Computed, not measured: an isolated molecule of CH2N4O2 in a non-equilibrium geometry, with ωB97M-V/def2-TZVPD.

```
! wB97M-V def2-TZVPD RIJCOSX def2/J DEFGRID3
* xyz 0 1
C 1.365 -0.430 0.038
N 0.725 0.712 -0.091
N 0.505 -1.475 0.058
N -0.496 0.424 0.024
N -0.717 -0.936 -0.017
O -1.874 -1.324 -0.032
O -1.504 1.283 0.093
H 2.429 -0.669 0.057
H -2.315 0.887 -0.406
*
```

Energy above the lowest of the compared OMol25 structures with the same formula, charge and spin   102.8 kcal per mole
Structure (SMILES)   [O-][n+]1ncnn1O
Lowest unoccupied orbital energy   0.63 eV
Gap between HOMO and LUMO   10.07 eV
HOMO   -9.44 eV

# 3
Computed, not measured: an isolated molecule of CH2N4O5S2 in a non-equilibrium geometry, with ωB97M-V/def2-TZVPD.

```
! wB97M-V def2-TZVPD RIJCOSX def2/J DEFGRID3
* xyz 0 1
C 0.402 -0.141 0.502
N -0.937 -0.472 0.149
N 0.886 1.015 0.686
N -1.430 -1.728 -0.075
N 2.995 0.768 -0.718
O 0.211 2.184 0.660
O 1.233 -1.154 0.541
O -0.700 -2.678 0.121
O -1.805 0.576 -0.065
O 2.605 1.758 -1.248
S -2.974 -1.835 -0.596
S 2.892 -0.502 0.009
H -2.654 0.138 -0.375
H -0.724 2.072 0.409
*
```

Lowest unoccupied orbital energy   -1.09 eV
Gap between HOMO and LUMO   8.08 eV
HOMO   -9.16 eV

# 4
Computed, not measured: a structure of composition CH2N5 in a non-equilibrium geometry, with ωB97M-V/def2-TZVPD.

```
! wB97M-V def2-TZVPD RIJCOSX def2/J DEFGRID3
* xyz 1 1
C 1.335 -0.852 -0.513
N 2.072 -1.638 -0.851
N -0.623 0.682 1.856
N -1.034 0.242 -1.154
N 0.045 0.325 0.961
N 0.485 0.052 -0.115
H -1.449 1.305 1.867
H -0.831 -0.117 -2.050
*
```

Energy above the lowest of the compared OMol25 structures with the same formula, charge and spin   154.9 kcal per mole
Lowest unoccupied orbital energy (alpha / beta)   -8.79 / -8.88 eV
Gap between HOMO and LUMO (alpha / beta)   7.27 / 6.96 eV
HOMO (alpha / beta)   -16.06 / -15.85 eV

# 5
Computed, not measured: a cluster of 2 separate species, CH2N5S in total in a non-equilibrium geometry, with ωB97M-V/def2-TZVPD.

```
! wB97M-V def2-TZVPD RIJCOSX def2/J DEFGRID3
* xyz -1 1
C -0.846 -0.710 -0.401
N -1.156 0.828 1.015
N -0.182 0.051 0.460
N -2.157 -0.485 -0.410
N -2.262 0.498 0.526
N 2.364 0.283 -0.588
S 3.221 0.619 0.626
H -0.266 -1.344 -1.024
H 1.286 0.261 -0.203
*
```

Energy above the lowest of the compared OMol25 structures with the same formula, charge and spin   33.5 kcal per mole
Lowest unoccupied orbital energy (alpha / beta)   2.78 / 2.78 eV
Gap between HOMO and LUMO (alpha / beta)   7.14 / 7.14 eV
HOMO (alpha / beta)   -4.36 / -4.36 eV

# 6
Computed, not measured: the ion CH2N7 with charge +1 in a non-equilibrium geometry, with ωB97M-V/def2-TZVPD.

```
! wB97M-V def2-TZVPD RIJCOSX def2/J DEFGRID3
* xyz 1 1
C 1.937 1.356 0.714
N -2.672 -2.478 -0.873
N 0.999 0.754 0.162
N 0.092 1.069 -0.725
N -1.027 0.636 -0.854
N -2.081 -1.460 -0.803
N -1.469 -0.530 -0.417
N 3.009 1.786 1.061
H 3.705 1.930 1.763
H -2.492 -3.062 -0.028
*
```

Energy above the lowest of the compared OMol25 structures with the same formula, charge and spin   77.6 kcal per mole
Structure (SMILES)   [H]\N=N/N=N/N=N/C#[NH+]
Lowest unoccupied orbital energy (alpha / beta)   -6.57 / -6.57 eV
Gap between HOMO and LUMO (alpha / beta)   7.70 / 7.70 eV
HOMO (alpha / beta)   -14.27 / -14.27 eV

# 7
Computed, not measured: a cluster of 2 separate species, CH2NO2S in total in a non-equilibrium geometry, with ωB97M-V/def2-TZVPD.

```
! wB97M-V def2-TZVPD RIJCOSX def2/J DEFGRID3
* xyz -1 1
C -1.761 -0.457 -0.835
N 0.206 -1.053 0.937
O 2.411 0.101 1.689
O 1.031 1.199 0.002
S 1.242 -0.044 0.812
H -1.699 0.739 -0.640
H -1.430 -0.485 -1.965
*
```

Energy above the lowest of the compared OMol25 structures with the same formula, charge and spin   145.8 kcal per mole
Lowest unoccupied orbital energy (alpha / beta)   3.49 / 3.49 eV
Gap between HOMO and LUMO (alpha / beta)   7.81 / 7.81 eV
HOMO (alpha / beta)   -4.32 / -4.32 eV

# 8
Computed, not measured: a cluster of 2 separate species, CH2NO2S2 in total in a non-equilibrium geometry, with ωB97M-V/def2-TZVPD.

```
! wB97M-V def2-TZVPD RIJCOSX def2/J DEFGRID3
* xyz -1 1
C 0.021 -0.707 -0.652
N 0.451 1.547 -0.943
O 0.374 -0.308 1.832
O -1.921 -0.995 1.073
S 0.555 -1.611 -1.840
S -0.440 -1.283 1.099
H 1.220 1.640 -0.323
H -0.259 1.718 -0.245
*
```

Energy above the lowest of the compared OMol25 structures with the same formula, charge and spin   77.9 kcal per mole
Lowest unoccupied orbital energy (alpha / beta)   3.28 / 3.18 eV
Gap between HOMO and LUMO (alpha / beta)   6.89 / 7.47 eV
HOMO (alpha / beta)   -3.60 / -4.29 eV

# 9
Computed, not measured: the ion CH2NO3P with charge -2 in a non-equilibrium geometry, with ωB97M-V/def2-TZVPD.

```
! wB97M-V def2-TZVPD RIJCOSX def2/J DEFGRID3
* xyz -2 1
C -0.498 -0.482 -0.025
N -1.700 -0.594 0.561
O 0.571 1.551 -0.891
O 1.311 1.166 1.559
O 2.169 -0.366 -0.348
P 1.045 0.563 0.166
H -0.424 -0.662 -1.137
H -2.474 -1.175 0.115
*
```

Energy above the lowest of the compared OMol25 structures with the same formula, charge and spin   28.9 kcal per mole
Structure (SMILES)   [H]/N=C/P(=O)([O-])[O-]
Lowest unoccupied orbital energy   7.56 eV
Gap between HOMO and LUMO   6.65 eV
HOMO   0.90 eV

# 10
Computed, not measured: a structure of composition CH2NO3PS in a non-equilibrium geometry, with ωB97M-V/def2-TZVPD.

```
! wB97M-V def2-TZVPD RIJCOSX def2/J DEFGRID3
* xyz 0 1
C 0.763 1.903 -3.184
N 0.005 1.385 -3.840
O -0.380 0.553 0.173
O 0.400 -1.293 -1.349
O 1.912 0.743 -0.903
P 0.964 -0.288 -0.210
S 1.959 2.544 -2.184
H -0.363 1.266 0.769
H -0.222 -1.384 -2.076
*
```

Energy above the lowest of the compared OMol25 structures with the same formula, charge and spin   75.9 kcal per mole
Lowest unoccupied orbital energy (alpha / beta)   -2.92 / -2.43 eV
Gap between HOMO and LUMO (alpha / beta)   6.69 / 7.49 eV
HOMO (alpha / beta)   -9.61 / -9.93 eV

# 11
Computed, not measured: the ion CH2NO3S with charge -1 in a non-equilibrium geometry, with ωB97M-V/def2-TZVPD.

```
! wB97M-V def2-TZVPD RIJCOSX def2/J DEFGRID3
* xyz -1 1
C -0.102 -0.275 1.366
N 0.454 -0.598 -0.210
O 1.666 0.166 -0.450
O -1.288 -0.319 1.379
O 0.837 -0.110 2.160
S -0.845 -0.105 -1.371
H -1.677 0.592 -0.466
H 1.809 0.645 0.330
*
```

Energy above the lowest of the compared OMol25 structures with the same formula, charge and spin   46.6 kcal per mole
Structure (SMILES)   O=C([O-])N(O)S
Lowest unoccupied orbital energy   3.70 eV
Gap between HOMO and LUMO   7.87 eV
HOMO   -4.17 eV

# 12
Computed, not measured: the ion CH2NO3S with charge -1 in a non-equilibrium geometry, with ωB97M-V/def2-TZVPD.

```
! wB97M-V def2-TZVPD RIJCOSX def2/J DEFGRID3
* xyz -1 1
C -0.553 0.867 -0.394
N 0.992 -0.079 0.885
O 1.047 -1.006 -1.499
O -0.120 1.914 -0.816
O -0.838 -1.810 -0.098
S 0.147 -0.742 -0.333
H -1.181 0.692 0.545
H 0.505 0.164 1.710
*
```

Energy above the lowest of the compared OMol25 structures with the same formula, charge and spin   57.6 kcal per mole
Structure (SMILES)   N=[S@@](=O)([O-])C=O
Lowest unoccupied orbital energy   4.10 eV
Gap between HOMO and LUMO   8.67 eV
HOMO   -4.57 eV